{
  "formula": "C21H24NS5Zn",
  "method": "wB97M-V/def2-TZVPD",
  "elements": ["Zn", "C", "C", "S", "C", "C", "S", "C", "C", "S", "C", "C", "S", "H", "H", "H", "H", "H", "H", "H", "H", "H", "H", "H", "H", "H", "H", "H", "H", "S", "C", "C", "C", "C", "C", "C", "N", "C", "C", "C", "C", "C", "C", "C", "H", "H", "H", "H", "H", "H", "H", "H"],
  "xyz": [[-0.645273, 0.316209, -0.056917], [-1.302660, -2.739711, -1.154445], [0.124196, -3.045218, -0.817597], [0.805469, -1.800944, 0.297641], [2.349322, -1.295263, -0.527159], [2.591104, 0.209982, -0.293722], [1.453860, 1.387811, -0.997342], [2.132988, 1.788746, -2.647399], [2.263080, 0.747644, -3.687422], [0.576487, 0.173105, -4.168091], [0.580938, -1.642079, -3.920002], [-0.895988, -2.070701, -3.729590], [-1.724527, -1.368292, -2.286096], [-1.852793, -2.590267, -0.206989], [-1.769220, -3.627402, -1.601028], [0.823841, -3.032250, -1.686258], [0.317217, -3.928981, -0.334859], [2.201307, -1.560213, -1.577014], [3.204939, -1.803418, -0.150966], [3.556444, 0.554602, -0.693921], [2.558139, 0.315770, 0.810726], [3.100208, 2.228869, -2.374736], [1.407736, 2.511758, -3.009536], [2.821263, -0.015844, -3.286164], [2.725544, 1.292486, -4.541594], [1.164495, -1.917408, -3.087189], [0.891112, -2.197993, -4.779266], [-1.106227, -3.092460, -3.793408], [-1.430048, -1.587299, -4.523816], [-1.514691, 1.168456, 4.279409], [0.138899, 1.800862, 4.232700], [0.871034, 2.538576, 5.174615], [2.159492, 2.900980, 4.798268], [2.680482, 2.671310, 3.524585], [1.929756, 2.059501, 2.583947], [0.677655, 1.517323, 2.943061], [-0.235637, 0.989031, 2.045505], [-1.440171, 0.807824, 2.576174], [-2.620137, 0.386854, 1.773037], [-3.813740, 0.270185, 2.436670], [-4.905418, -0.089245, 1.706084], [-4.826813, -0.259872, 0.314043], [-3.659048, 0.057450, -0.352522], [-2.474552, 0.248203, 0.377490], [0.445113, 2.751732, 6.198946], [2.766519, 3.355620, 5.559891], [3.705096, 3.055669, 3.228150], [2.215623, 2.034776, 1.495097], [-3.924018, 0.579703, 3.477554], [-5.823014, -0.290811, 2.184085], [-5.701439, -0.665702, -0.280559], [-3.573946, -0.099664, -1.452071]],
  "atomic_forces_ev_per_a": [[1.787, -0.038, -0.546], [-1.510, -0.701, 0.401], [1.419, 2.502, -1.929], [0.231, 0.820, 0.471], [-0.855, 0.950, -0.855], [0.446, -0.578, 0.237], [-1.003, 0.019, 0.334], [-0.430, 0.669, 1.203], [-1.684, 1.277, -1.363], [0.513, -0.369, -0.124], [-1.602, 0.229, -0.360], [0.531, 2.710, 0.235], [1.090, -0.968, 0.466], [0.059, 0.162, -0.435], [0.163, 0.063, 0.101], [-0.842, -0.228, 0.484], [-0.252, -2.419, 1.070], [0.327, 0.238, 0.150], [0.522, -0.694, 0.435], [0.058, -0.497, 0.470], [0.267, 0.327, -0.725], [-0.225, 0.245, -0.418], [0.254, 0.607, 0.211], [1.538, -2.087, 0.185], [-0.054, -0.965, 0.357], [0.743, -0.104, 0.735], [0.684, -0.013, -0.697], [0.057, -1.686, -0.046], [-0.412, 0.035, -0.768], [0.611, 0.524, -0.256], [-0.085, -0.602, -0.870], [-0.410, -0.604, 0.504], [-0.268, -0.050, 0.908], [1.839, 1.113, 0.125], [-1.024, -1.103, -2.070], [-0.356, 1.321, 0.505], [-1.266, -0.297, -0.095], [1.319, 0.011, -0.195], [1.495, 0.498, 0.202], [-0.473, 0.616, 0.390], [-0.432, -0.649, -1.343], [-1.231, -0.200, -0.305], [1.064, -1.205, -0.640], [-1.568, 0.579, 0.680], [0.686, -0.185, -1.377], [0.236, 0.324, 0.008], [-1.408, -0.437, 0.634], [-0.166, 0.080, 1.526], [0.072, -0.453, -0.169], [-0.970, -0.076, 0.513], [0.992, 0.800, 0.929], [-0.475, 0.488, 1.117]],
  "spin_multiplicity": 1,
  "e_lumo_ev": -2.68,
  "charge": 1
}

***

{
  "formula": "C21H25As2INRhS",
  "method": "wB97M-V/def2-TZVPD",
  "elements": ["Rh", "C", "As", "C", "C", "C", "C", "C", "C", "C", "As", "C", "C", "H", "H", "H", "H", "H", "H", "H", "H", "H", "H", "H", "H", "H", "H", "H", "H", "I", "C", "C", "C", "C", "N", "C", "H", "H", "H", "H", "S", "C", "C", "C", "C", "C", "C", "H", "H", "H", "H", "H"],
  "xyz": [[-0.485049, 0.379160, -0.341373], [-2.050355, -1.083555, 2.616339], [-0.793346, -1.342554, 1.183419], [-1.257094, -3.032465, 0.383809], [0.939708, -1.585237, 1.997408], [1.242286, -2.721753, 2.737876], [2.514311, -2.868156, 3.277479], [3.479974, -1.891763, 3.075672], [3.175969, -0.744753, 2.352669], [1.900554, -0.590461, 1.824516], [1.333952, 1.040814, 0.976154], [2.846642, 1.896055, 0.156313], [0.887071, 2.157771, 2.484220], [-1.696684, -0.290888, 3.271477], [-2.110854, -2.023380, 3.165461], [-3.024075, -0.822749, 2.209590], [-0.963963, -3.817098, 1.079987], [-0.743617, -3.163670, -0.564397], [-2.334235, -3.063545, 0.229321], [0.507871, -3.501825, 2.898224], [2.753881, -3.752582, 3.852238], [4.472800, -2.019011, 3.485657], [3.933477, 0.017662, 2.218070], [3.493814, 2.232128, 0.965673], [2.503985, 2.755060, -0.416967], [3.369607, 1.203609, -0.498945], [1.746778, 2.166942, 3.154257], [0.020217, 1.746378, 2.995239], [0.657854, 3.163794, 2.141494], [-0.502313, -1.589585, -5.853417], [0.395966, -1.721593, -3.992365], [1.411301, -2.631804, -3.730321], [1.981688, -2.651341, -2.467132], [1.519649, -1.777753, -1.503300], [0.529429, -0.903981, -1.743480], [-0.014716, -0.881690, -2.970873], [1.751866, -3.312170, -4.499630], [2.782920, -3.337549, -2.231128], [1.951382, -1.759954, -0.511184], [-0.806144, -0.163921, -3.147698], [-1.822025, 1.812151, 0.674651], [-2.530576, 2.660394, -0.715117], [-2.449482, 2.211059, -2.028135], [-3.041160, 2.931436, -3.050643], [-3.725707, 4.105002, -2.759181], [-3.810052, 4.553448, -1.449784], [-3.212629, 3.837277, -0.421784], [-1.933725, 1.281476, -2.262685], [-2.978878, 2.576816, -4.070613], [-4.198651, 4.664210, -3.554607], [-4.341665, 5.467567, -1.223104], [-3.277957, 4.186577, 0.600650]],
  "atomic_forces_ev_per_a": [[0.151, 0.288, -0.731], [0.007, -0.036, -0.024], [0.029, -0.153, 0.247], [-0.108, 0.085, -0.055], [-0.015, -0.007, 0.032], [0.045, -0.009, -0.035], [0.006, -0.012, 0.001], [0.001, 0.010, -0.022], [-0.031, -0.012, 0.057], [0.045, 0.009, -0.069], [-0.149, 0.024, 0.365], [-0.071, -0.081, -0.151], [0.109, 0.051, -0.043], [-0.018, 0.011, 0.004], [0.002, 0.026, 0.052], [0.001, -0.005, -0.019], [-0.031, -0.030, -0.015], [0.041, -0.010, 0.012], [-0.003, -0.008, -0.003], [-0.010, 0.007, -0.005], [-0.005, 0.000, -0.002], [-0.008, -0.004, 0.009], [-0.002, 0.006, -0.007], [0.059, 0.011, -0.044], [-0.002, 0.029, 0.027], [0.021, -0.008, 0.011], [-0.004, 0.008, 0.011], [0.008, -0.009, 0.023], [-0.003, 0.006, -0.002], [-0.007, -0.006, 0.003], [0.003, 0.022, -0.030], [0.022, -0.040, -0.012], [0.003, 0.015, -0.026], [0.051, 0.137, 0.023], [0.012, -0.174, 0.088], [0.039, 0.024, 0.076], [0.009, 0.013, 0.001], [-0.004, 0.001, 0.007], [-0.013, -0.050, -0.005], [-0.010, -0.025, -0.011], [-0.122, -0.161, 0.209], [-0.086, 0.191, 0.126], [0.047, -0.088, 0.086], [0.057, 0.045, -0.022], [-0.011, 0.006, -0.019], [-0.001, -0.011, 0.002], [0.060, -0.014, -0.086], [-0.107, -0.069, -0.034], [-0.001, -0.004, 0.001], [0.005, -0.003, 0.002], [-0.014, -0.012, 0.003], [0.005, 0.015, -0.010]],
  "spin_multiplicity": 1,
  "e_lumo_ev": -7.76,
  "charge": 2
}

***

Table of max |F| (Eh/bohr), in record order: 0.0674; 0.0156
Table of relative energy (zero: lowest compared OMol25 entry of this formula, charge and spin) (kcal/mol), in record order: 29.6; 0.0